# 1
Molecular formula: C5H7N
Method: DFT, ωB97M-V/def2-TZVPD

The value obtained for the gap between HOMO and LUMO is 10.12 eV. As for the spin multiplicity: 1. The net charge is 0. The calculation puts the HOMO energy at -9.09 eV. The calculation puts the energy above the lowest of the compared OMol25 structures with the same formula, charge and spin at 2.808 eV. As for the SMILES: C=C=C[C@H]1CN1. The lowest unoccupied orbital energy is 1.025 eV.

Last column: Löwdin charge in e.
Positions of all 13 atoms, in Å:
N: 1.377023 -1.061351 -0.254083  0.02
C: 0.961990 0.223710 -0.794410  -0.33
H: -3.142248 -1.041570 0.052153  0.06
C: -0.429663 0.734654 -0.617611  -0.08
H: -0.648718 1.705153 -1.061719  0.11
H: -2.654542 -0.218296 1.645044  0.06
C: -1.413036 0.131112 -0.000508  -0.11
H: 2.961886 0.331591 0.205918  0.10
C: -2.443208 -0.409526 0.595467  0.01
H: 0.630582 -1.456239 0.313924  0.08
C: 1.898871 0.155387 0.358558  -0.15
H: 1.385939 0.445487 -1.773154  0.13
H: 1.515120 0.459888 1.330418  0.11

Force components x, y, z for each atom (eV/Å):
N -0.179 -0.200 0.044
C -0.057 0.120 -0.122
H 0.144 0.069 0.056
C -0.140 -0.080 0.071
H 0.060 -0.086 0.040
H 0.100 -0.058 -0.125
C -0.018 0.043 -0.010
H -0.188 -0.035 0.007
C 0.132 0.071 -0.080
H 0.052 0.053 -0.040
C 0.159 0.203 0.168
H -0.071 -0.042 0.159
H 0.006 -0.056 -0.169

---

# 2
Molecular formula: C5H7N
Method: DFT, ωB97M-V/def2-TZVPD

The value obtained for the gap between HOMO and LUMO (alpha / beta) is 7.98 / 7.98 eV. As for the spin multiplicity: 1. The net charge is 0. The calculation puts the HOMO energy (alpha / beta) at -7.96 / -7.96 eV. The calculation puts the energy above the lowest of the compared OMol25 structures with the same formula, charge and spin at 6.117 eV. The lowest unoccupied orbital energy (alpha / beta) is 0.022 / 0.019 eV.

Last column: Löwdin charge in e.
Positions of all 13 atoms, in Å:
N: -0.203981 -0.099998 0.728160  -0.05
H: -1.816160 -0.253181 -0.619585  0.08
H: -1.040569 -1.790307 -0.134909  0.08
H: -1.052586 1.771296 0.261774  0.12
C: 0.752779 0.974126 -0.435347  -0.07
H: 0.241574 1.829110 1.543713  0.11
C: -0.144397 1.320327 0.672019  -0.22
H: 0.678092 1.418260 -1.444605  0.14
C: 1.534401 -0.184306 -0.333571  -0.23
H: -2.084433 -0.930460 1.013070  0.09
C: -1.348570 -0.796031 0.206639  -0.11
H: 2.229231 -2.158877 -0.729232  0.01
C: 2.254623 -1.099957 -0.728125  0.06

Force components x, y, z for each atom (eV/Å):
N -0.431 0.454 -0.647
H -0.227 -0.078 -0.014
H -0.026 0.183 0.012
H 0.026 0.294 0.159
C -0.222 -0.683 0.132
H -0.035 0.097 0.337
C -0.106 0.452 0.351
H -0.826 -0.612 0.401
C 1.849 0.081 -0.732
H 0.148 0.030 -0.107
C -0.173 0.109 -0.211
H 0.437 -0.497 -0.164
C -0.413 0.171 0.481

---

# 3
Molecular formula: C5H7N
Method: DFT, ωB97M-V/def2-TZVPD

The value obtained for the gap between HOMO and LUMO is 8.76 eV. As for the spin multiplicity: 1. The net charge is 0. The calculation puts the HOMO energy at -8.47 eV. The calculation puts the energy above the lowest of the compared OMol25 structures with the same formula, charge and spin at 5.863 eV. The lowest unoccupied orbital energy is 0.295 eV.

Last column: Löwdin charge in e.
Positions of all 13 atoms, in Å:
C: -0.929347 0.992539 -0.522180  -0.16
H: 1.332426 -1.943700 -0.874765  0.10
H: -0.276255 -0.622427 2.092554  0.12
H: -1.433510 1.754816 -1.137850  0.10
H: -1.095471 0.037887 -1.005948  0.10
C: 0.031622 0.210950 1.446586  -0.23
H: -0.415368 -1.730386 -0.387044  0.11
H: 1.228106 0.685804 -1.596396  0.12
C: -1.138132 0.948627 0.893080  0.04
C: 0.555386 -1.244346 -0.545069  -0.12
C: 0.563917 0.236421 -0.862597  -0.22
H: 0.575900 0.914155 2.093899  0.12
N: 1.000725 -0.240342 0.405732  -0.09

Force components x, y, z for each atom (eV/Å):
C 1.106 -0.391 -0.443
H -0.247 0.447 -0.060
H 0.041 0.148 -0.050
H 0.711 -0.271 0.170
H -1.952 -0.623 0.226
C 0.018 -0.063 0.037
H 0.149 0.261 0.008
H 0.025 -0.006 0.253
C 0.312 -0.332 -0.413
C -0.178 0.100 -0.116
C -0.040 0.683 0.149
H -0.200 -0.043 -0.026
N 0.257 0.090 0.265

---

# 4
Molecular formula: C5H7N
Method: DFT, ωB97M-V/def2-TZVPD

The value obtained for the gap between HOMO and LUMO (alpha / beta) is 8.56 / 6.90 eV. As for the spin multiplicity: 1. The net charge is 0. The calculation puts the HOMO energy (alpha / beta) at -7.99 / -6.85 eV. The calculation puts the energy above the lowest of the compared OMol25 structures with the same formula, charge and spin at 5.288 eV. The lowest unoccupied orbital energy (alpha / beta) is 0.568 / 0.046 eV.

Last column: Löwdin charge in e.
Positions of all 13 atoms, in Å:
H: -2.911896 0.283735 0.164181  0.09
C: -1.205504 -0.529145 0.008156  -0.08
H: 0.936379 -1.414775 1.353345  0.12
C: 1.103803 -0.766026 -0.736271  -0.09
H: 1.814209 -0.322342 -1.394052  0.10
H: 0.519779 -1.672015 -1.202601  0.15
H: -0.264886 2.127649 0.892150  0.05
H: 2.001954 0.125264 1.019943  0.13
C: -0.136355 1.521063 -0.008903  0.06
N: -2.399499 -0.599049 -0.031802  0.13
C: 1.226867 -0.594974 0.698573  -0.11
H: -0.774119 1.779982 -0.806334  0.03
C: 0.089263 0.060627 0.043617  -0.58

Force components x, y, z for each atom (eV/Å):
H -0.087 -0.629 -0.413
C 1.199 -0.402 0.638
H 0.611 0.174 0.050
C -1.740 -2.104 -2.134
H 0.235 0.530 -0.311
H 1.732 1.508 1.159
H 0.135 -0.437 -0.072
H -0.580 -0.725 0.005
C 0.269 -0.926 0.720
N -2.060 0.798 0.417
C 0.537 -0.731 1.834
H -0.491 0.729 -1.035
C 0.240 2.214 -0.858

---

# 5
Molecular formula: C5H7N
Method: DFT, ωB97M-V/def2-TZVPD

The value obtained for the gap between HOMO and LUMO is 9.06 eV. As for the spin multiplicity: 1. The net charge is 0. The calculation puts the HOMO energy at -8.38 eV. The calculation puts the energy above the lowest of the compared OMol25 structures with the same formula, charge and spin at 5.023 eV. The lowest unoccupied orbital energy is 0.685 eV.

Last column: Löwdin charge in e.
Positions of all 13 atoms, in Å:
C: 0.524049 0.942003 0.840505  -0.02
H: 1.556968 0.064298 -1.556314  0.08
C: -0.250478 0.485057 -0.435082  -0.33
C: -0.659588 -1.499978 1.475951  -0.26
N: -1.805600 -1.077078 1.332667  0.18
H: -1.181812 0.949544 -0.617988  0.13
H: -0.221503 -0.639328 -2.123049  0.10
C: 0.476484 0.119750 -1.687944  -0.06
H: -0.046141 1.523465 1.581521  0.12
H: -0.144267 -2.344348 1.976978  0.10
C: -0.142178 -0.376639 0.681656  -0.20
H: 0.332312 1.041653 -2.303177  0.08
H: 1.561753 0.811600 0.834276  0.08

Force components x, y, z for each atom (eV/Å):
C -3.300 -0.660 0.378
H -0.231 -1.116 -0.165
C 1.538 0.066 0.182
C 1.434 -0.729 -1.033
N 0.655 1.285 0.272
H -0.895 0.450 0.079
H 1.696 -0.047 -0.152
C -1.612 2.051 -1.010
H 0.896 0.422 -0.550
H -0.455 0.398 -0.091
C -1.515 -1.846 2.009
H 0.306 -0.726 -0.137
H 1.482 0.451 0.218

---

# 6
Molecular formula: C5H7N
Method: DFT, ωB97M-V/def2-TZVPD

The value obtained for the gap between HOMO and LUMO is 9.51 eV. As for the spin multiplicity: 1. The net charge is 0. The calculation puts the HOMO energy at -8.46 eV. The calculation puts the energy above the lowest of the compared OMol25 structures with the same formula, charge and spin at 5.713 eV. The lowest unoccupied orbital energy is 1.046 eV.

Last column: Löwdin charge in e.
Positions of all 13 atoms, in Å:
H: -1.930709 -0.472612 0.169581  0.11
H: -0.995811 0.975887 -1.537110  0.11
C: -0.903564 -0.777795 0.399465  -0.17
H: 0.247572 0.170405 2.202897  0.12
N: 0.017490 -0.836448 -0.765809  -0.06
C: 0.016373 0.200643 1.140303  -0.13
C: -0.005727 0.543379 -1.345246  -0.22
C: 0.975576 1.152685 -0.342051  0.05
H: -0.165109 1.293652 0.914759  0.10
C: 1.099410 -0.247087 0.123033  -0.30
H: 1.989204 -0.795078 0.430120  0.14
H: 0.571861 0.548443 -2.278130  0.12
H: -0.916566 -1.756073 0.888188  0.11

Force components x, y, z for each atom (eV/Å):
H 0.167 -0.036 0.046
H 0.201 -0.001 0.038
C -0.239 -0.034 0.100
H 0.030 -0.135 -0.142
N 0.001 -0.002 -0.028
C -0.091 0.126 0.229
C -0.138 0.206 -0.193
C 0.186 -0.276 -0.350
H -0.348 -0.166 0.237
C 0.471 0.096 0.039
H -0.208 0.109 0.017
H -0.053 -0.057 0.038
H 0.022 0.171 -0.032

---

What is the formula in the sixth record? C5H7N